[1]
{"formula": "C34H20BrCl2N6O3Ru", "method": "ωB97M-V with the def2-TZVPD basis set", "species": ["Ru", "Cl", "C", "C", "C", "N", "C", "O", "C", "C", "C", "C", "C", "N", "C", "C", "C", "Cl", "N", "C", "O", "C", "C", "C", "C", "C", "N", "H", "H", "H", "H", "H", "H", "H", "H", "H", "H", "Br", "C", "C", "C", "C", "O", "C", "C", "N", "C", "C", "C", "C", "C", "C", "C", "C", "N", "C", "C", "H", "H", "H", "H", "H", "H", "H", "H", "H", "H"], "coordinates": [[0.36552, -0.01878, -0.37733], [5.33462, -5.18548, 1.04747], [4.26102, -4.03508, 0.36617], [3.29892, -3.43038, 1.16027], [2.42522, -2.50148, 0.62457], [1.46532, -1.92078, 1.46737], [0.44112, -2.65598, 2.07477], [0.64422, -3.79548, 2.44697], [-0.83738, -1.95108, 2.20317], [-1.63258, -2.18238, 3.33207], [-2.85118, -1.55598, 3.43927], [-3.28018, -0.76078, 2.36997], [-2.45998, -0.62258, 1.27007], [-1.25128, -1.17188, 1.17207], [2.44502, -2.18618, -0.76843], [3.48302, -2.76398, -1.53113], [4.36942, -3.65818, -0.97663], [5.62742, -4.31588, -1.94713], [1.51982, -1.35508, -1.30823], [1.40562, -1.23158, -2.70333], [1.49762, -2.17328, -3.48273], [1.15812, 0.14712, -3.13503], [1.01662, 0.47122, -4.49153], [0.78202, 1.77632, -4.84903], [0.71492, 2.75332, -3.84223], [0.88632, 2.36792, -2.53023], [1.10182, 1.10602, -2.16573], [3.21262, -3.71038, 2.19727], [-1.25288, -2.83668, 4.09977], [-3.47258, -1.67928, 4.31247], [-4.23838, -0.26688, 2.39517], [-2.79678, -0.05448, 0.41267], [3.57592, -2.51738, -2.57653], [1.08332, -0.32828, -5.21423], [0.65102, 2.05522, -5.88203], [0.53832, 3.78882, -4.08723], [0.85732, 3.10442, -1.73673], [0.41772, 1.88782, 6.92687], [0.72112, 1.12862, 5.21167], [1.51002, -0.01298, 5.09447], [1.70692, -0.53918, 3.83027], [1.13802, 0.03902, 2.70687], [1.39082, -0.50878, 1.45637], [0.32212, 1.20912, 2.80297], [-0.36958, 1.89022, 1.77797], [-0.49828, 1.55442, 0.49347], [-1.35888, 2.24342, -0.32853], [-1.76058, 3.57172, -0.15593], [-2.63668, 4.16732, -1.05123], [-3.13508, 3.47912, -2.13653], [-2.75038, 2.14832, -2.37033], [-3.18968, 1.38012, -3.47183], [-2.75698, 0.08062, -3.61173], [-1.90168, -0.46268, -2.65703], [-1.48188, 0.23592, -1.60953], [-1.86178, 1.52572, -1.45773], [0.15002, 1.71932, 4.11817], [1.95442, -0.47378, 5.95897], [2.31102, -1.42788, 3.72067], [-0.95488, 2.73742, 2.12777], [-1.35748, 4.15952, 0.65417], [-2.92888, 5.19372, -0.88543], [-3.82038, 3.95642, -2.81773], [-3.85668, 1.82872, -4.19193], [-3.07608, -0.52548, -4.44413], [-1.54678, -1.48328, -2.72593], [-0.46838, 2.59282, 4.24907]], "forces_ev_per_angstrom": [[-2.1, 2.0, 0.2], [0.2, -0.3, 0.3], [-0.2, 0.4, -0.2], [0.4, 0.0, -0.2], [0.7, 0.1, -1.0], [-0.6, -0.7, 0.7], [1.4, -0.1, -0.4], [-0.5, 0.6, -0.2], [-1.9, 0.6, 0.0], [0.7, 0.0, -0.4], [-0.4, 0.5, -0.6], [0.2, -0.5, 0.7], [0.0, 0.0, -0.3], [0.9, -0.7, 0.7], [0.4, -1.1, 0.5], [-0.2, 0.1, 0.2], [-0.2, 0.0, 0.5], [0.1, 0.0, -0.3], [-0.1, 0.2, -1.9], [0.4, -2.2, 1.5], [0.0, 0.9, -0.1], [-0.2, 2.1, -0.5], [0.2, -0.6, 0.7], [-0.1, 0.8, 0.6], [0.1, -0.6, -0.8], [0.2, 0.1, 0.3], [-0.3, -1.4, -0.3], [0.0, 0.0, 0.1], [0.0, -0.1, 0.1], [0.0, -0.1, 0.1], [-0.1, 0.0, 0.0], [0.1, 0.1, 0.0], [0.0, -0.1, 0.0], [0.0, -0.1, 0.0], [0.0, 0.0, -0.1], [0.0, 0.1, 0.0], [-0.1, -0.1, 0.1], [0.0, -0.1, -0.1], [0.1, -0.1, 0.2], [-0.2, 0.2, -0.3], [0.2, 0.0, 0.1], [-0.3, 0.9, 0.4], [0.2, -0.3, -0.1], [0.9, -1.2, 0.7], [-0.9, 0.6, -1.3], [0.7, -0.9, 1.2], [-0.9, 1.0, -0.8], [0.4, -0.5, 0.2], [-0.3, 0.0, -0.3], [0.1, 0.1, 0.1], [0.1, -0.1, 0.2], [0.0, -0.2, 0.0], [0.0, 0.3, 0.0], [0.0, -0.1, -0.2], [1.2, -0.4, 0.6], [-0.3, 0.5, 0.2], [0.1, -0.1, -0.4], [0.1, -0.1, 0.1], [0.0, 0.0, -0.1], [0.1, 0.0, -0.1], [0.0, 0.0, 0.1], [0.0, 0.1, 0.0], [-0.1, 0.1, -0.1], [-0.1, 0.0, -0.1], [-0.1, -0.1, -0.1], [0.0, 0.0, 0.0], [-0.1, 0.1, 0.0]], "nbo_charge": [0.708, 0.022, -0.110, -0.198, 0.107, -0.196, 0.640, -0.542, 0.089, -0.194, -0.157, -0.231, 0.059, -0.408, 0.195, -0.258, -0.038, 0.030, -0.642, 0.637, -0.588, 0.102, -0.201, -0.159, -0.237, 0.051, -0.385, 0.243, 0.242, 0.227, 0.228, 0.215, 0.246, 0.250, 0.224, 0.228, 0.214, 0.057, -0.087, -0.236, -0.256, 0.343, -0.353, -0.139, -0.011, -0.424, 0.192, -0.268, -0.202, -0.212, -0.074, -0.189, -0.235, 0.016, -0.451, 0.131, -0.200, 0.236, 0.242, 0.182, 0.216, 0.217, 0.213, 0.216, 0.224, 0.217, 0.226], "multiplicity": 2, "largest_force_ev_per_a": 2.9, "orbital_gap_ev": [4.3, 5.0], "s2": 0.9989, "lumo_ha": [-0.036, -0.041]}

=====

[2]
{"formula": "C34H20Cl5N4RhS", "method": "ωB97M-V with the def2-TZVPD basis set", "species": ["Rh", "C", "C", "N", "C", "C", "C", "C", "C", "C", "C", "N", "C", "C", "C", "C", "C", "C", "C", "C", "N", "C", "H", "H", "H", "H", "H", "H", "H", "H", "H", "H", "H", "H", "C", "C", "C", "C", "C", "C", "C", "C", "C", "S", "C", "N", "H", "H", "H", "H", "H", "H", "H", "H", "Cl", "C", "C", "C", "Cl", "C", "Cl", "C", "Cl", "C", "Cl"], "coordinates": [[0.70423, -0.21261, -0.10656], [-0.00739, -3.77297, 2.17860], [0.24730, -2.91842, 1.09748], [0.12225, -1.61530, 1.19581], [-0.31970, -1.05323, 2.37262], [-0.50273, -1.83765, 3.52266], [-0.32962, -3.23234, 3.39065], [-0.85228, -1.19200, 4.73096], [-1.00684, 0.16798, 4.73121], [-0.90352, 0.94421, 3.56683], [-0.60379, 0.35317, 2.34896], [-0.49606, 0.87936, 1.08894], [-0.89134, 2.11775, 0.67438], [-1.71033, 3.02144, 1.32744], [-1.99632, 4.27254, 0.75900], [-1.51862, 4.64758, -0.46452], [-0.75047, 3.72322, -1.21109], [-0.30794, 3.97127, -2.52777], [0.35968, 3.00269, -3.22226], [0.62891, 1.78075, -2.58897], [0.26056, 1.53336, -1.35610], [-0.44029, 2.47154, -0.64644], [0.12066, -4.83734, 2.04634], [0.57629, -3.29777, 0.13935], [-0.46558, -3.86239, 4.26096], [-0.97315, -1.77768, 5.63200], [-1.24003, 0.68245, 5.65496], [-1.02998, 2.01099, 3.66379], [-2.17348, 2.78679, 2.27224], [-2.61894, 4.95155, 1.32811], [-1.73860, 5.61944, -0.88550], [-0.51909, 4.93368, -2.97813], [0.69565, 3.16223, -4.23666], [1.18396, 0.99598, -3.08832], [-2.74316, -0.72986, -0.24918], [-2.01323, -1.43083, -1.35333], [-2.79402, -2.25515, -2.20004], [-2.21539, -2.90010, -3.24188], [-0.82854, -2.75518, -3.46312], [-0.19215, -3.39830, -4.54178], [1.15837, -3.25042, -4.71305], [1.90271, -2.48674, -3.81216], [1.31729, -1.83777, -2.73695], [2.29716, -0.93838, -1.62454], [-0.09182, -1.94493, -2.56449], [-0.71217, -1.27929, -1.52104], [-3.75668, -0.49184, -0.56911], [-2.23496, 0.17308, 0.05884], [-2.82041, -1.38460, 0.62445], [-3.85261, -2.34099, -1.99764], [-2.79262, -3.53077, -3.90697], [-0.78476, -4.00465, -5.21451], [1.66548, -3.73934, -5.53470], [2.97453, -2.40440, -3.94028], [2.07144, 2.88187, 0.72928], [2.55618, 1.50554, 1.66193], [2.27401, 0.21157, 1.20060], [3.02488, -0.78717, 1.84368], [3.10204, -2.41350, 1.24696], [3.80059, -0.54653, 2.98508], [4.63557, -1.82654, 3.78049], [3.89868, 0.73568, 3.50221], [4.78870, 1.04064, 4.94149], [3.30329, 1.77930, 2.80610], [3.50451, 3.39278, 3.36899]], "forces_ev_per_angstrom": [[-0.6, 0.4, -1.4], [-0.1, -0.1, 0.1], [-0.2, 0.1, -0.1], [0.5, -0.3, 0.7], [-0.1, -0.2, -0.1], [0.0, 0.2, -0.1], [0.0, -0.1, -0.1], [0.0, 0.1, 0.0], [0.0, -0.2, 0.2], [0.0, 0.1, -0.2], [0.0, -0.2, 0.0], [0.0, 0.2, 0.8], [0.1, 0.0, -0.2], [0.0, -0.1, 0.0], [0.0, 0.2, -0.1], [0.0, 0.0, 0.1], [-0.1, -0.2, 0.1], [0.1, 0.0, -0.1], [-0.1, 0.1, 0.0], [0.1, -0.1, 0.1], [0.7, 0.0, 0.6], [-0.5, -0.1, -0.3], [0.0, 0.0, 0.0], [0.1, 0.0, 0.0], [0.0, 0.0, 0.0], [0.0, 0.0, 0.0], [0.0, 0.0, 0.0], [0.0, 0.0, -0.1], [0.1, -0.1, 0.0], [0.0, 0.0, 0.0], [0.0, 0.0, 0.0], [0.0, 0.0, 0.0], [0.0, 0.0, 0.0], [0.1, 0.0, 0.0], [0.0, -0.1, 0.0], [0.0, 0.1, 0.0], [0.0, -0.1, -0.1], [0.0, 0.0, 0.1], [0.0, 0.1, 0.0], [0.1, 0.0, 0.0], [-0.1, -0.1, -0.1], [0.0, 0.1, 0.1], [0.0, 0.0, -0.1], [0.3, -0.3, 0.1], [-0.1, -0.1, -0.1], [-0.2, 0.1, 0.1], [0.0, 0.0, 0.0], [0.0, 0.0, 0.0], [0.0, 0.0, 0.0], [0.0, 0.0, 0.0], [0.0, 0.0, 0.0], [0.0, 0.0, 0.0], [0.0, 0.0, 0.0], [0.0, 0.0, 0.0], [0.1, 0.1, 0.1], [0.1, 0.0, -0.1], [0.0, 0.2, -0.1], [-0.1, 0.1, 0.1], [0.1, -0.1, -0.1], [0.0, 0.0, 0.0], [0.0, 0.0, 0.0], [0.0, 0.0, 0.0], [0.0, 0.0, 0.0], [0.0, -0.1, 0.0], [0.0, 0.1, 0.0]], "nbo_charge": [0.759, -0.257, 0.094, -0.391, 0.214, -0.096, -0.111, -0.236, -0.169, -0.280, 0.162, -0.609, 0.271, -0.322, -0.156, -0.250, -0.086, -0.107, -0.266, 0.090, -0.422, 0.135, 0.230, 0.227, 0.223, 0.215, 0.217, 0.224, 0.220, 0.213, 0.214, 0.217, 0.227, 0.227, -0.654, 0.270, -0.262, -0.111, -0.100, -0.233, -0.174, -0.238, -0.184, -0.097, 0.193, -0.468, 0.222, 0.249, 0.230, 0.221, 0.218, 0.212, 0.215, 0.224, 0.016, 0.016, -0.175, -0.138, 0.029, 0.005, 0.038, -0.122, 0.052, -0.125, 0.050], "largest_force_ev_per_a": 1.5, "orbital_gap_ev": 6.6, "lumo_ha": -0.013}

=====

Relative energy (zero: lowest compared OMol25 entry of this formula, charge and spin) (eV)
3.283; 0.000